Entry 1:
Entry from OMol25: a molecular structure, C27H33N2W (ωB97M-V with the def2-TZVPD basis set).

Properties
- LUMO energy (spin up / spin down): -3.43 / -4.11 eV
- DFT total energy: -1224.8929 Eh
- Spin multiplicity: 3
- Net charge: +1
- Orbital gap (spin up / spin down): 7.83 / 7.10 eV
- Max |F|: 8.20 eV/A
- HOMO level (spin up / spin down): -0.4141 / -0.4120 hartree
- Energy relative to the best compared isomer or geometry (same formula, charge and spin): 42.0 kJ/mol

```
63
C27H33N2W (ωB97M-V with the def2-TZVPD basis set)
C -2.2448 -0.0680 0.8180
C -1.6694 -1.3745 0.6489
C -1.6407 -1.6504 -0.7643
C -2.0303 -0.4566 -1.4750
C -2.3863 0.5383 -0.4857
W -0.3285 0.0051 -0.2785
C 1.6868 1.2865 -1.6461
C 1.2799 1.7532 -0.3775
H 2.0052 1.7961 0.4282
C -0.0901 2.2331 -0.1769
H -0.4824 2.8325 -1.0012
H -0.3719 2.6039 0.8137
C 3.0963 0.8032 -1.8256
H 3.5488 0.4810 -0.8790
H 3.1243 -0.0554 -2.5091
H 3.7427 1.5845 -2.2606
C 0.9187 1.6011 -2.8829
H -0.1208 1.9106 -2.7035
H 1.4053 2.4104 -3.4650
H 0.8818 0.7217 -3.5509
C -1.4143 -2.3681 1.7450
H -1.0377 -1.8880 2.6636
H -2.3432 -2.9048 1.9981
H -0.6654 -3.1125 1.4482
C -1.4571 -3.0153 -1.3225
H -0.6745 -3.5657 -0.7782
H -2.3960 -3.5854 -1.2216
H -1.1947 -2.9817 -2.3823
C -2.1375 -0.2906 -2.9472
H -1.3753 -0.8853 -3.4666
H -3.1141 -0.6317 -3.3021
H -2.0310 0.7635 -3.2373
C -2.9912 1.8788 -0.7555
H -2.5778 2.3517 -1.6579
H -4.0762 1.7798 -0.9084
H -2.8400 2.5662 0.0952
C -2.9892 0.3623 2.0410
H -3.0497 1.4515 2.1320
H -4.0084 -0.0265 1.9438
H -2.5598 -0.0429 2.9722
C 1.2235 -1.4280 -0.9355
C 2.1470 -1.9886 -0.0539
C 1.2217 -1.8050 -2.2929
C 3.0090 -3.0004 -0.5143
H 2.1685 -1.6282 0.9809
C 2.0465 -2.8426 -2.7336
H 0.5694 -1.2934 -3.0052
C 2.9345 -3.4474 -1.8403
H 3.7274 -3.4443 0.1787
H 1.9641 -3.1706 -3.7759
H 3.5668 -4.2698 -2.1906
N 0.7046 3.9408 6.3827
C 0.9847 3.1630 5.5596
C 1.2270 2.2406 4.4710
C 0.1175 1.7893 3.7602
C 0.3377 0.9786 2.6476
N 1.5323 0.5268 2.2959
C 2.5811 0.8374 3.0751
C 2.4955 1.7858 4.1151
H -0.8948 2.1288 4.0156
H -0.5456 0.6942 2.0475
H 3.5300 0.3386 2.8781
H 3.3923 2.1148 4.6587
```

Quick look at the Mulliken charges, all values in e: atom 1 (C): -0.48, atom 2 (C): 1.95, atom 3 (C): 0.39, atom 4 (C): 0.30, atom 5 (C): 1.41, atom 6 (W): -0.24, atom 7 (C): 1.06, atom 8 (C): -0.99, atom 9 (H): 0.65, atom 10 (C): -1.22, atom 11 (H): 0.65, atom 12 (H): 0.41, atom 13 (C): -1.37, atom 14 (H): 0.31, atom 15 (H): 0.31, atom 16 (H): 0.40, atom 17 (C): -0.88, atom 18 (H): 0.08, atom 19 (H): 0.46, atom 20 (H): 0.17, atom 21 (C): -1.63, atom 22 (H): 0.37, atom 23 (H): 0.32, atom 24 (H): 0.42, atom 25 (C): -1.52, atom 26 (H): 0.28, atom 27 (H): 0.38, atom 28 (H): 0.40, atom 29 (C): -1.47, atom 30 (H): 0.35, atom 31 (H): 0.36, atom 32 (H): 0.32, atom 33 (C): -1.43, atom 34 (H): 0.37, atom 35 (H): 0.32, atom 36 (H): 0.38, atom 37 (C): -1.52, atom 38 (H): 0.36, atom 39 (H): 0.35, atom 40 (H): 0.38, atom 41 (C): 1.23, atom 42 (C): -0.47, atom 43 (C): -0.09, atom 44 (C): -0.60, atom 45 (H): 0.30, atom 46 (C): -0.81, atom 47 (H): 0.19, atom 48 (C): -0.76, atom 49 (H): 0.42, atom 50 (H): 0.42, atom 51 (H): 0.37, atom 52 (N): -0.43, atom 53 (C): -0.22, atom 54 (C): 0.53, atom 55 (C): -1.00, atom 56 (C): -0.19, atom 57 (N): 0.10, atom 58 (C): -0.28, atom 59 (C): -0.82, atom 60 (H): 0.46, atom 61 (H): 0.59, atom 62 (H): 0.42, atom 63 (H): 0.47

Entry 2:
Entry from OMol25: C27H33N3O3S in the gas phase (ωB97M-V with the def2-TZVPD basis set).

Properties
- LUMO energy: 0.49 eV
- DFT total energy: -1836.9079 Eh
- Structure (SMILES): COC(=O)[C@H](CC(C)C)NC(=O)c1ccc(NC[C@@H](N)CS)cc1-c1cccc2ccccc12
- Spin multiplicity: 1
- Orbital gap: 8.27 eV
- Max |F|: 0.51 eV/A
- HOMO level: -0.2858 hartree
- Energy relative to the best compared isomer or geometry (same formula, charge and spin): 1.6 kJ/mol

```
67
C27H33N3O3S (ωB97M-V with the def2-TZVPD basis set)
C -5.0274 -3.4567 -2.0891
O -4.5522 -2.7314 -0.9609
C -3.3669 -2.1383 -1.0965
O -2.6952 -2.1981 -2.0947
C -2.9827 -1.3431 0.1362
C -3.6407 0.0517 0.0584
C -5.1164 0.0724 0.4658
C -5.2548 0.0069 1.9846
C -5.7749 1.3451 -0.0643
N -1.5471 -1.2281 0.1721
C -0.8420 -1.2727 1.3295
O -1.3726 -1.4915 2.4034
C 0.6249 -1.0817 1.1789
C 1.4613 -1.8559 1.9818
C 2.8293 -1.7643 1.8876
C 3.4211 -0.8695 0.9861
N 4.7846 -0.7567 0.9497
C 5.4980 -0.1025 -0.1156
C 7.0024 -0.2867 0.1230
N 7.2744 -1.7050 0.2550
C 7.7922 0.4066 -0.9932
S 9.5922 0.2737 -0.6469
C 2.5833 -0.0724 0.2027
C 1.2020 -0.1620 0.2948
C 0.3869 0.7409 -0.5445
C 0.4903 0.6681 -1.9137
C -0.2921 1.4801 -2.7450
C -1.1774 2.3676 -2.2025
C -1.2972 2.4971 -0.8031
C -2.1994 3.4136 -0.2228
C -2.2996 3.5341 1.1344
C -1.4870 2.7548 1.9720
C -0.6033 1.8562 1.4416
C -0.4970 1.6858 0.0448
H -4.3173 -4.2400 -2.3603
H -5.1557 -2.7874 -2.9421
H -5.9800 -3.8882 -1.7937
H -3.3029 -1.8594 1.0456
H -3.0821 0.7110 0.7242
H -3.5221 0.4308 -0.9603
H -5.6208 -0.7944 0.0265
H -6.3031 -0.0454 2.2699
H -4.7464 -0.8636 2.3890
H -4.8173 0.8940 2.4377
H -6.8155 1.3948 0.2475
H -5.2567 2.2215 0.3193
H -5.7408 1.3749 -1.1513
H -1.0870 -1.1012 -0.7166
H 1.0043 -2.5428 2.6781
H 3.4628 -2.3797 2.5094
H 5.3066 -1.5219 1.3552
H 5.2559 0.9653 -0.1231
H 5.2326 -0.5223 -1.1004
H 7.2639 0.1794 1.0803
H 7.1126 -2.1813 -0.6273
H 8.2408 -1.8600 0.5196
H 7.5377 1.4643 -1.0461
H 7.5989 -0.0702 -1.9560
H 9.9817 1.0165 -1.6785
H 3.0051 0.6512 -0.4780
H 1.1679 -0.0484 -2.3566
H -0.1961 1.3862 -3.8167
H -1.7970 2.9864 -2.8360
H -2.8106 4.0203 -0.8764
H -2.9963 4.2351 1.5714
H -1.5636 2.8696 3.0430
H 0.0235 1.2669 2.0929
```

Quick look at the Mulliken charges, all values in e: atom 1 (C): -0.76, atom 2 (O): -0.29, atom 3 (C): 0.15, atom 4 (O): -0.63, atom 5 (C): -0.19, atom 6 (C): -0.11, atom 7 (C): 0.87, atom 8 (C): -1.55, atom 9 (C): -1.54, atom 10 (N): 0.03, atom 11 (C): 0.33, atom 12 (O): -0.73, atom 13 (C): 0.54, atom 14 (C): -1.45, atom 15 (C): -0.89, atom 16 (C): 0.53, atom 17 (N): -0.18, atom 18 (C): -1.13, atom 19 (C): -0.07, atom 20 (N): -0.58, atom 21 (C): -0.75, atom 22 (S): -0.23, atom 23 (C): -0.17, atom 24 (C): 0.14, atom 25 (C): -1.32, atom 26 (C): 0.19, atom 27 (C): -1.08, atom 28 (C): -0.81, atom 29 (C): 1.49, atom 30 (C): -0.87, atom 31 (C): -0.68, atom 32 (C): -1.06, atom 33 (C): -0.56, atom 34 (C): 1.53, atom 35 (H): 0.32, atom 36 (H): 0.32, atom 37 (H): 0.25, atom 38 (H): 0.60, atom 39 (H): -0.40, atom 40 (H): 0.39, atom 41 (H): 0.27, atom 42 (H): 0.45, atom 43 (H): 0.34, atom 44 (H): 0.32, atom 45 (H): 0.45, atom 46 (H): 0.23, atom 47 (H): 0.40, atom 48 (H): 0.30, atom 49 (H): 0.52, atom 50 (H): 0.40, atom 51 (H): 0.35, atom 52 (H): 0.41, atom 53 (H): 0.40, atom 54 (H): 0.40, atom 55 (H): 0.21, atom 56 (H): 0.31, atom 57 (H): 0.41, atom 58 (H): 0.37, atom 59 (H): 0.13, atom 60 (H): 0.50, atom 61 (H): 0.54, atom 62 (H): 0.40, atom 63 (H): 0.43, atom 64 (H): 0.42, atom 65 (H): 0.43, atom 66 (H): 0.43, atom 67 (H): 0.53